{"formula": "C3H8NO2S", "method": "ωB97M-V/def2-TZVPD", "homo_lumo_gap_ev": 7.7, "de_lowest_kj_mol": 54.6, "largest_force_ev_per_a": 0.49, "charge": -1, "symbols": ["N", "C", "O", "O", "H", "H", "C", "S", "C", "H", "H", "H", "H", "H", "H"], "xyz": [[-3.195989, -0.699578, -0.015409], [-1.829917, -0.313967, -0.238051], [-1.456527, 0.731398, 0.334653], [-1.170306, -1.076875, -0.984926], [-3.799190, 0.091938, 0.146740], [-3.532796, -1.313551, -0.740952], [1.762836, 1.616170, -0.108123], [2.888288, 0.191894, 0.040968], [1.615095, -1.035041, 0.436974], [1.367770, 1.851542, 0.876003], [0.936244, 1.310538, -0.744216], [2.290260, 2.471621, -0.522539], [2.128609, -1.993608, 0.460622], [1.154521, -0.823562, 1.395463], [0.841102, -1.008917, -0.337208]], "atomic_forces_ev_per_a": [[-0.1, -0.1, 0.1], [0.1, 0.1, -0.3], [0.0, 0.0, 0.1], [-0.1, -0.1, 0.0], [0.1, 0.0, 0.0], [0.0, 0.0, 0.0], [0.1, -0.5, 0.1], [-0.1, 0.3, 0.0], [0.3, 0.2, -0.4], [-0.1, 0.1, 0.0], [-0.1, 0.2, 0.0], [0.1, 0.0, 0.0], [-0.1, -0.1, 0.0], [0.0, 0.0, 0.2], [0.0, -0.2, 0.2]]}

---

{"formula": "C5H10O", "method": "ωB97M-V/def2-TZVPD", "homo_lumo_gap_ev": 11.3, "de_lowest_kj_mol": 154.5, "largest_force_ev_per_a": 1.90, "symbols": ["C", "C", "C", "C", "C", "H", "H", "H", "H", "H", "H", "H", "H", "H", "H", "O"], "xyz": [[-0.453340, 0.976090, -1.720118], [-1.132726, 0.288517, -0.497716], [-0.387437, -0.907829, 0.073355], [0.992625, -0.639819, 0.530536], [1.122660, 0.021798, 1.836433], [-1.029766, 1.733555, -2.221905], [-0.207945, 0.222237, -2.445678], [0.504520, 1.456719, -1.386962], [-1.190671, 0.984812, 0.359612], [-2.211208, 0.032974, -0.740134], [-0.369711, -1.745169, -0.634755], [-0.941356, -1.366338, 0.936752], [1.782205, -0.508442, -0.248737], [2.042199, 0.534066, 2.144273], [0.171463, 0.335336, 2.304512], [1.308487, -1.418507, 1.710530]], "atomic_forces_ev_per_a": [[1.0, -0.2, 1.5], [-1.1, 0.8, 0.0], [-1.3, -1.3, -0.4], [0.9, 0.2, 0.5], [0.0, -0.6, 0.1], [-0.5, 0.3, 0.1], [0.2, -0.4, -0.5], [-0.7, -0.4, -0.4], [-0.1, 0.1, -0.5], [1.3, 0.1, 0.2], [0.1, 0.2, -0.2], [0.4, 0.8, -0.5], [-0.5, -0.3, 0.9], [-0.5, 0.0, -0.2], [0.7, -0.2, 0.0], [0.2, 1.1, -0.5]]}

---

{"formula": "C5H9NO", "method": "ωB97M-V/def2-TZVPD", "homo_lumo_gap_ev": 11.3, "de_lowest_kj_mol": 319.3, "largest_force_ev_per_a": 4.46, "symbols": ["C", "C", "C", "C", "O", "C", "N", "H", "H", "H", "H", "H", "H", "H", "H", "H"], "xyz": [[-1.020572, -0.785022, 0.550724], [-0.187118, 0.332472, -0.035210], [-0.373420, 0.166538, -1.524306], [1.306611, 0.302854, 0.373792], [1.787454, -1.022252, 0.315196], [-0.879312, 1.404649, 0.720579], [-1.332470, 2.267239, 1.345855], [-0.792774, -1.701925, -0.323088], [-0.783755, -0.943726, 1.618480], [-2.090413, -0.588242, 0.403841], [-1.398385, 0.331931, -1.862615], [-0.363837, -1.127745, -1.455039], [0.324005, 0.785406, -2.136014], [1.883620, 0.961161, -0.299004], [1.384988, 0.714139, 1.387005], [2.535374, -1.097473, 0.919811]], "atomic_forces_ev_per_a": [[0.4, -3.3, -1.6], [-0.7, 0.3, 0.9], [-0.1, -2.2, -0.2], [-0.3, 0.4, 0.2], [0.2, -0.1, 0.1], [0.6, 2.1, -0.5], [0.2, -0.9, -0.5], [-0.7, 1.5, 3.8], [-0.2, -0.5, -0.6], [0.3, 0.0, 0.2], [0.1, 0.3, 0.2], [1.0, 3.9, -2.0], [-0.4, -1.0, 0.3], [-0.2, -0.1, 0.1], [0.1, -0.1, -0.1], [-0.1, 0.0, -0.2]]}

---

{"formula": "C18H30N2O2", "method": "ωB97M-V/def2-TZVPD", "homo_lumo_gap_ev": 8.8, "de_lowest_kj_mol": 107.8, "largest_force_ev_per_a": 0.87, "symbols": ["C", "C", "C", "C", "C", "H", "H", "C", "C", "C", "C", "C", "C", "H", "H", "H", "H", "H", "H", "H", "H", "H", "H", "H", "C", "O", "N", "N", "C", "C", "C", "C", "C", "C", "H", "H", "H", "H", "H", "H", "H", "O", "H", "H", "H", "H", "H", "H", "H", "H", "H", "H"], "xyz": [[5.887728, -0.449491, 0.545875], [5.269169, -1.239513, 1.693154], [4.507415, -2.482236, 1.229944], [3.328646, -2.199959, 0.295765], [2.260393, -1.330224, 0.955662], [2.017952, -1.747234, 1.937370], [2.636130, -0.317736, 1.101291], [0.940275, -1.218218, 0.166469], [1.157442, -0.689085, -1.262345], [-0.170991, -0.485391, -1.989817], [-0.000884, -0.009432, -3.431615], [0.668406, 1.359440, -3.570177], [-0.065241, 2.465594, -2.820042], [0.010608, 2.329182, -1.744451], [-1.118459, 2.478918, -3.092993], [0.364875, 3.433769, -3.066292], [1.699684, 1.305192, -3.217072], [0.703311, 1.611280, -4.633384], [-0.990692, 0.038584, -3.892283], [0.586233, -0.745601, -3.987720], [-0.717381, -1.432643, -1.995266], [-0.774514, 0.239555, -1.443219], [1.773042, -1.394449, -1.825878], [1.689989, 0.257695, -1.183245], [0.080981, -0.178695, 0.898425], [0.452143, 0.964013, 1.077780], [-1.100362, -0.644502, 1.342060], [-2.017274, 0.174516, 2.003600], [-2.944970, 0.871458, 1.220141], [-3.509765, 2.045944, 1.712328], [-4.488803, 2.702119, 0.993085], [-4.913767, 2.204997, -0.228401], [-4.354176, 1.038847, -0.720584], [-3.380612, 0.369076, -0.003325], [-2.951913, -0.540766, -0.395349], [-4.677143, 0.643688, -1.672801], [-5.673113, 2.724873, -0.792592], [-4.916812, 3.613521, 1.384121], [-3.171652, 2.440323, 2.659736], [-1.537046, 0.779576, 2.665185], [-1.351847, -1.611922, 1.197552], [0.239163, -2.451474, 0.158105], [0.775538, -3.088646, -0.327073], [2.895352, -3.164186, 0.011224], [3.695337, -1.719439, -0.611227], [4.139153, -3.013400, 2.111365], [5.204028, -3.146985, 0.712214], [4.604391, -0.590404, 2.264564], [6.065040, -1.565285, 2.367413], [5.120425, 0.001931, -0.077375], [6.515303, 0.348638, 0.935513], [6.503529, -1.096759, -0.075366]], "atomic_forces_ev_per_a": [[-0.1, 0.0, 0.3], [0.0, -0.1, -0.1], [0.0, 0.1, 0.0], [-0.1, 0.1, 0.2], [-0.1, -0.1, -0.2], [0.0, 0.0, 0.1], [0.0, 0.0, 0.1], [0.6, 0.6, 0.0], [-0.5, -0.1, 0.2], [0.2, -0.1, -0.2], [0.1, 0.1, 0.1], [-0.2, -0.1, 0.0], [0.2, -0.1, -0.1], [-0.1, 0.0, 0.2], [-0.2, 0.0, 0.0], [0.0, 0.1, 0.0], [0.1, 0.0, -0.1], [0.1, 0.0, 0.0], [0.0, 0.0, -0.1], [-0.1, -0.1, -0.1], [-0.1, 0.1, 0.1], [-0.1, 0.0, 0.0], [0.1, 0.0, 0.0], [0.1, 0.0, 0.0], [0.0, -0.3, 0.0], [0.1, 0.2, -0.1], [-0.7, -0.1, 0.1], [0.5, -0.1, 0.4], [-0.2, 0.1, -0.4], [0.1, -0.1, 0.0], [0.0, 0.0, 0.0], [-0.1, 0.1, -0.1], [0.0, 0.1, 0.0], [0.2, 0.0, 0.1], [0.0, -0.1, 0.0], [0.0, 0.0, -0.1], [-0.1, 0.0, 0.0], [0.0, 0.1, 0.0], [0.0, 0.1, 0.1], [0.0, -0.2, -0.2], [0.1, 0.2, 0.1], [0.0, -0.2, 0.0], [-0.1, 0.0, 0.0], [0.0, 0.0, -0.1], [0.0, 0.0, -0.1], [0.0, -0.1, 0.0], [0.0, -0.1, 0.1], [0.0, 0.0, 0.1], [-0.1, 0.0, 0.1], [0.0, 0.1, -0.1], [0.1, 0.1, -0.1], [0.1, 0.0, -0.1]]}

---

{"formula": "C5H11NO2", "method": "ωB97M-V/def2-TZVPD", "homo_lumo_gap_ev": 10.3, "de_lowest_kj_mol": 71.6, "largest_force_ev_per_a": 0.92, "symbols": ["C", "C", "O", "C", "N", "C", "C", "O", "H", "H", "H", "H", "H", "H", "H", "H", "H", "H", "H"], "xyz": [[0.896460, -0.765616, -0.687308], [1.664981, -0.171776, -1.873581], [2.885773, 0.422538, -1.493066], [0.279086, 0.367792, 0.096518], [-0.925462, 0.172549, 0.693092], [-1.499199, 1.316481, 1.388863], [-1.481416, -1.123941, 0.980358], [0.824472, 1.466141, 0.156753], [1.573677, -1.407816, -0.115674], [0.119713, -1.389783, -1.134953], [1.923936, -0.963885, -2.586868], [1.008171, 0.558732, -2.357885], [2.660475, 1.144725, -0.883488], [-2.501521, 1.058904, 1.715408], [-0.875187, 1.601305, 2.232378], [-1.546202, 2.164467, 0.711260], [-1.316219, -1.848387, 0.192248], [-2.569382, -1.059686, 1.040958], [-1.122156, -1.542745, 1.924992]], "atomic_forces_ev_per_a": [[0.0, -0.1, -0.9], [0.2, -0.1, 0.2], [0.0, 0.2, 0.1], [0.0, 0.0, 0.4], [0.0, 0.1, -0.1], [0.2, -0.1, -0.2], [-0.6, -0.4, 0.1], [0.0, 0.0, -0.1], [-0.2, 0.2, 0.2], [0.0, -0.1, 0.2], [-0.1, 0.2, 0.1], [0.1, -0.1, -0.2], [-0.1, -0.2, -0.1], [0.0, 0.0, 0.1], [0.0, 0.1, 0.2], [0.0, 0.1, 0.0], [0.4, 0.0, -0.1], [0.0, 0.2, 0.1], [0.1, 0.0, 0.0]]}